(1)
C32H38BN8O12P2 | the ωB97M-V functional and the def2-TZVPD basis

Output
HOMO level: -11.038 eV
Kohn-Sham gap: 7.884 eV
energy relative to the best compared isomer or geometry (same formula, charge and spin): 0.00 kJ/mol
total charge: +1

Last column: Mulliken charge in e.
Geometry (Å):
C (4.426, -5.510, 1.777)  0.210
C (3.305, -5.383, 2.170)  -1.160
C (1.895, -5.188, 2.556)  -0.445
C (1.090, -4.675, 1.356)  0.097
C (1.222, -3.214, 0.965)  0.031
N (0.089, -2.973, -0.005)  0.298
P (0.920, -2.965, -1.547)  0.568
N (1.922, -1.799, -1.562)  -0.601
O (1.764, -4.336, -1.826)  -0.389
O (-0.085, -2.704, -2.790)  -0.409
C (-0.785, -4.020, 0.301)  -0.428
N (-1.991, -4.211, -0.171)  0.285
B (-2.695, -3.265, -1.127)  0.447
O (-3.281, -2.166, -0.611)  -0.484
O (-2.738, -3.568, -2.451)  -0.513
N (-0.371, -4.981, 1.229)  -0.080
P (-1.152, -4.918, 2.846)  -0.189
C (-0.785, -3.336, 3.725)  -1.006
C (-2.984, -4.935, 2.689)  -0.956
H (5.317, -5.540, 1.192)  0.477
H (1.472, -6.155, 2.846)  0.531
H (1.895, -4.530, 3.429)  0.256
H (1.516, -5.263, 0.530)  0.504
H (2.240, -3.156, 0.562)  -0.396
H (1.241, -2.469, 1.764)  0.573
H (2.849, -2.173, -1.705)  0.097
H (1.438, -4.683, -2.674)  0.299
H (-0.547, -1.860, -2.668)  0.279
H (-2.509, -5.029, 0.121)  0.393
H (-4.063, -1.945, -1.135)  0.340
H (-2.840, -4.513, -2.617)  0.320
H (0.230, -2.971, 3.586)  0.293
H (-1.468, -2.551, 3.371)  0.327
H (-0.917, -3.484, 4.800)  0.585
H (-3.323, -4.035, 2.144)  0.250
H (-3.393, -4.832, 3.696)  0.399
H (-3.381, -5.802, 2.157)  0.354
C (-2.950, 3.089, 3.734)  -0.426
C (-3.385, 2.491, 4.909)  -0.470
C (-2.716, 1.389, 5.416)  -0.371
C (-1.613, 0.901, 4.736)  0.151
C (-1.172, 1.482, 3.559)  -0.310
C (-1.847, 2.583, 3.058)  -0.552
N (-0.888, -0.252, 5.282)  1.047
O (-1.307, -0.755, 6.303)  -0.603
O (0.096, -0.643, 4.679)  -0.600
H (-3.471, 3.954, 3.344)  0.402
H (-4.244, 2.887, 5.433)  0.382
H (-3.055, 0.925, 6.331)  0.460
H (-0.312, 1.093, 3.033)  0.477
H (-1.512, 3.049, 2.141)  0.424
C (-1.107, 0.521, -4.551)  -0.655
C (-2.181, 1.379, -4.350)  -0.608
C (-1.955, 2.697, -3.987)  -0.244
C (-0.652, 3.139, -3.833)  0.082
C (0.428, 2.296, -4.022)  -0.388
C (0.193, 0.980, -4.384)  -0.434
N (-0.412, 4.542, -3.466)  1.048
O (-1.385, 5.249, -3.284)  -0.651
O (0.736, 4.912, -3.369)  -0.604
H (-1.287, -0.508, -4.842)  0.628
H (-3.194, 1.022, -4.479)  0.411
H (-2.791, 3.363, -3.831)  0.508
H (1.440, 2.648, -3.892)  0.464
H (1.024, 0.305, -4.539)  0.394
C (-2.217, 8.958, -1.691)  -0.589
C (-2.866, 7.802, -2.105)  -0.313
C (-4.217, 7.637, -1.845)  -0.481
C (-4.903, 8.636, -1.175)  0.118
C (-4.267, 9.790, -0.752)  -0.455
C (-2.916, 9.948, -1.013)  -0.345
N (-6.340, 8.471, -0.919)  1.013
O (-6.864, 7.437, -1.285)  -0.613
O (-6.921, 9.376, -0.357)  -0.602
H (-1.162, 9.088, -1.900)  0.408
H (-2.321, 7.033, -2.631)  0.615
H (-4.722, 6.738, -2.166)  0.460
H (-4.810, 10.562, -0.226)  0.449
H (-2.407, 10.847, -0.689)  0.384
C (9.069, -2.088, -1.263)  -0.423
C (8.407, -3.227, -1.703)  -0.589
C (7.050, -3.373, -1.472)  -0.175
C (6.370, -2.369, -0.803)  0.081
C (7.017, -1.231, -0.352)  -0.294
C (8.375, -1.094, -0.585)  -0.545
N (4.930, -2.508, -0.576)  0.880
O (4.379, -3.530, -0.964)  -0.609
O (4.345, -1.605, -0.016)  -0.526
H (10.129, -1.974, -1.449)  0.388
H (8.950, -4.000, -2.230)  0.386
H (6.537, -4.260, -1.816)  0.435
H (6.479, -0.455, 0.173)  0.443
H (8.894, -0.209, -0.241)  0.382



(2)
C32H38Ge2N3O3PdS | the ωB97M-V functional and the def2-TZVPD basis

Output
HOMO level (alpha / beta): 1.872 / -0.801 eV
Kohn-Sham gap (alpha / beta): 2.564 / 5.219 eV
spin multiplicity: 2
total charge: -2

Last column: Löwdin spin population.
Geometry (Å):
Pd (-0.243, 0.232, 0.397)  0.024
S (-3.247, -1.738, 2.957)  0.058
C (-2.900, -2.807, 1.609)  0.143
C (-2.085, -2.251, 0.714)  0.024
C (-1.461, -1.090, 1.199)  0.122
C (-2.007, -0.608, 2.329)  0.024
C (-1.407, 0.557, 2.996)  0.178
C (-1.702, 0.983, 4.336)  0.033
C (-0.917, 2.048, 4.846)  0.080
C (0.071, 2.642, 4.125)  0.115
C (0.361, 2.059, 2.884)  0.013
N (-0.394, 1.142, 2.276)  0.131
H (-3.407, -3.762, 1.544)  0.012
H (-1.877, -2.635, -0.272)  -0.001
H (-2.455, 0.444, 4.951)  0.003
H (-1.191, 2.381, 5.859)  0.007
H (0.692, 3.441, 4.458)  0.012
H (1.184, 2.396, 2.278)  -0.002
C (3.760, -3.721, 1.468)  0.000
Ge (2.896, -1.958, 1.189)  0.000
C (1.982, -1.275, 2.857)  0.002
C (4.414, -0.684, 0.607)  0.000
Ge (1.086, -1.570, -0.714)  0.001
C (0.349, -3.284, -1.405)  -0.001
C (0.229, -4.292, -0.473)  0.000
C (-0.082, -5.588, -0.978)  0.000
C (0.053, -5.845, -2.389)  0.000
C (0.309, -4.754, -3.249)  0.000
C (0.293, -3.483, -2.781)  0.000
C (1.830, -0.880, -2.393)  0.000
C (3.218, -0.883, -2.704)  0.000
C (3.602, -0.426, -3.947)  0.000
C (2.705, 0.108, -4.883)  0.000
C (1.338, 0.087, -4.607)  0.000
C (0.924, -0.335, -3.368)  0.000
H (3.760, -4.417, 0.611)  0.000
H (3.389, -4.353, 2.285)  0.000
H (4.794, -3.421, 1.581)  0.000
H (1.587, -0.228, 2.578)  0.001
H (2.534, -1.082, 3.756)  0.000
H (1.116, -1.837, 3.159)  0.000
H (4.073, 0.380, 0.522)  0.000
H (4.831, -1.041, -0.313)  0.000
H (5.110, -0.764, 1.471)  0.000
H (0.269, -4.187, 0.617)  0.000
H (-0.289, -6.357, -0.285)  0.000
H (-0.041, -6.858, -2.730)  0.000
H (0.607, -4.924, -4.261)  0.000
H (0.429, -2.697, -3.485)  0.000
H (3.815, -1.341, -1.950)  0.000
H (4.587, -0.504, -4.355)  0.000
H (3.048, 0.528, -5.785)  0.000
H (0.602, 0.341, -5.363)  0.000
H (-0.135, -0.151, -3.074)  0.001
C (-3.272, 4.528, 0.955)  0.000
N (-4.111, 3.371, 0.674)  0.000
C (-5.539, 3.656, 0.439)  0.000
C (-3.526, 2.157, 0.464)  0.001
C (-4.404, 0.910, 0.345)  0.002
O (-2.320, 2.130, 0.308)  0.006
H (-3.842, 5.431, 0.650)  0.000
H (-2.295, 4.442, 0.435)  0.000
H (-3.067, 4.501, 2.015)  0.001
H (-5.768, 4.679, 0.555)  0.000
H (-6.155, 3.257, 1.242)  0.000
H (-5.913, 3.170, -0.472)  0.000
H (-4.428, 0.558, 1.421)  0.001
H (-3.830, 0.229, -0.202)  0.001
H (-5.421, 1.005, 0.015)  0.000
O (-0.888, 1.978, -2.357)  0.002
C (0.084, 2.378, -1.749)  0.001
C (0.868, 3.613, -2.183)  0.000
C (2.088, 3.649, -1.252)  0.000
C (1.770, 2.547, -0.245)  0.000
O (2.406, 2.304, 0.801)  0.001
N (0.725, 1.788, -0.675)  0.002
H (0.272, 4.559, -2.084)  0.000
H (1.119, 3.540, -3.226)  0.000
H (2.486, 4.584, -0.766)  0.000
H (2.956, 3.294, -1.801)  0.000



(3)
C32H38HfN9O2S | the ωB97M-V functional and the def2-TZVPD basis

Output
HOMO level: -14.023 eV
Kohn-Sham gap: 5.311 eV
energy relative to the best compared isomer or geometry (same formula, charge and spin): 0.00 kJ/mol
total charge: +3

Last column: Mulliken charge in e.
Geometry (Å):
Hf (-0.662, -1.826, 2.496)  1.765
N (-3.090, -2.026, 2.744)  -0.561
C (-3.453, -2.967, 3.860)  -1.034
C (-2.390, -2.900, 4.939)  -0.722
N (-1.041, -3.224, 4.385)  0.100
C (-0.943, -4.694, 4.091)  -0.936
C (-0.996, -4.976, 2.606)  -0.614
N (-0.030, -4.055, 1.946)  -0.553
C (0.064, -2.848, 5.340)  -0.668
C (-0.026, -1.397, 5.764)  -1.213
N (-0.273, -0.559, 4.556)  -0.379
H (-3.411, -1.099, 3.024)  0.234
H (-3.661, -2.251, 1.931)  0.247
H (-3.548, -3.971, 3.451)  0.306
H (-4.419, -2.702, 4.289)  0.587
H (-2.639, -3.580, 5.757)  0.468
H (-2.378, -1.890, 5.346)  0.426
H (-1.726, -5.242, 4.615)  0.326
H (0.010, -5.055, 4.479)  0.529
H (-1.981, -4.785, 2.178)  0.302
H (-0.757, -6.026, 2.436)  0.531
H (0.012, -4.274, 0.954)  0.355
H (0.905, -4.247, 2.308)  0.238
H (1.010, -3.007, 4.816)  0.466
H (0.048, -3.495, 6.220)  0.545
H (0.897, -1.116, 6.268)  0.451
H (-0.828, -1.245, 6.482)  0.421
H (0.621, -0.185, 4.243)  0.369
H (-0.827, 0.256, 4.804)  0.279
C (0.114, 6.901, -6.432)  -0.827
O (0.397, 7.396, -5.118)  -0.395
C (0.704, 6.546, -4.147)  0.832
C (0.780, 5.150, -4.317)  -0.567
C (1.113, 4.357, -3.242)  -0.503
C (1.323, 4.931, -1.985)  0.221
C (1.224, 6.322, -1.817)  -0.251
C (0.941, 7.124, -2.890)  -0.765
N (1.534, 4.199, -0.823)  -0.520
N (1.903, 3.013, -0.944)  -0.164
C (1.774, 2.043, -0.001)  0.236
C (2.826, 1.161, 0.239)  -0.608
C (2.652, 0.049, 1.048)  -0.591
C (1.430, -0.256, 1.606)  0.220
O (1.230, -1.437, 2.342)  -0.664
C (0.348, 0.614, 1.419)  1.098
N (-0.897, 0.309, 1.981)  0.293
C (-1.859, 1.230, 1.937)  -0.166
C (-1.725, 2.450, 1.304)  -1.446
C (-0.543, 2.722, 0.637)  -0.318
C (0.520, 1.814, 0.671)  0.059
H (-0.057, 7.781, -7.041)  0.243
H (-0.783, 6.281, -6.418)  0.352
H (0.963, 6.342, -6.824)  0.350
H (0.575, 4.704, -5.278)  0.414
H (1.172, 3.282, -3.351)  0.581
H (1.402, 6.745, -0.837)  0.449
H (0.894, 8.200, -2.802)  0.461
H (3.794, 1.381, -0.191)  0.538
H (3.490, -0.607, 1.254)  0.545
H (-2.794, 0.985, 2.432)  0.375
H (-2.536, 3.162, 1.321)  0.502
H (-0.436, 3.654, 0.099)  0.577
S (-0.517, -0.569, -4.152)  -0.203
C (-0.558, -1.132, -2.520)  1.151
C (0.513, -1.721, -1.835)  -0.944
C (0.358, -2.076, -0.520)  -0.662
N (-0.784, -1.905, 0.185)  0.038
C (-1.814, -1.333, -0.487)  -0.334
C (-1.754, -0.949, -1.796)  -1.144
C (0.995, -1.234, -4.795)  0.533
C (1.221, -2.604, -4.849)  -0.166
C (2.369, -3.043, -5.490)  -0.391
N (3.242, -2.224, -6.075)  -0.510
C (3.002, -0.920, -6.029)  -0.407
C (1.896, -0.367, -5.389)  -0.335
H (1.463, -1.891, -2.321)  0.534
H (1.194, -2.514, 0.011)  0.533
H (-2.732, -1.174, 0.067)  0.248
H (-2.625, -0.516, -2.270)  0.562
H (0.515, -3.314, -4.438)  0.487
H (2.590, -4.102, -5.552)  0.377
H (3.720, -0.280, -6.529)  0.380
H (1.743, 0.704, -5.376)  0.423



(4)
C32H38N2O3 | the ωB97M-V functional and the def2-TZVPD basis

Output
HOMO level: -8.935 eV
Kohn-Sham gap: 9.478 eV
energy relative to the best compared isomer or geometry (same formula, charge and spin): 0.00 kJ/mol
SMILES string: CC(C)(C)c1ccc(C(=O)N2CCC(=O)N([C@@H](COCc3ccccc3)Cc3ccccc3)CC2)cc1
total charge: 0

Last column: natural (NBO) charge in e.
Geometry (Å):
C (-3.490, -3.034, 3.482)  -0.605
H (-4.487, -3.397, 3.720)  0.213
H (-3.564, -1.971, 3.264)  0.210
H (-2.864, -3.177, 4.359)  0.211
C (-2.940, -3.806, 2.280)  -0.112
C (-1.540, -3.360, 1.887)  0.080
C (-0.851, -2.358, 2.557)  -0.247
C (0.430, -1.992, 2.182)  -0.184
C (1.060, -2.617, 1.116)  -0.132
C (0.383, -3.623, 0.437)  -0.221
C (-0.896, -3.980, 0.818)  -0.167
H (-1.392, -4.767, 0.270)  0.200
H (0.864, -4.128, -0.388)  0.218
C (2.477, -2.271, 0.772)  0.675
O (3.415, -2.798, 1.339)  -0.613
N (2.641, -1.347, -0.209)  -0.439
C (3.974, -0.894, -0.540)  -0.220
H (4.665, -1.582, -0.047)  0.255
C (4.254, 0.536, -0.058)  -0.512
C (3.697, 1.607, -0.979)  0.697
O (4.437, 2.339, -1.610)  -0.635
N (2.347, 1.700, -1.065)  -0.463
C (1.452, 0.811, -0.360)  -0.246
H (0.435, 1.150, -0.544)  0.241
C (1.554, -0.645, -0.838)  -0.223
H (0.621, -1.160, -0.608)  0.237
H (1.699, -0.650, -1.923)  0.203
H (1.644, 0.850, 0.718)  0.204
C (1.788, 2.725, -1.932)  -0.060
C (1.066, 2.113, -3.149)  -0.060
O (-0.048, 1.316, -2.809)  -0.569
C (-1.316, 1.844, -3.125)  -0.089
C (-2.386, 0.924, -2.596)  0.043
C (-3.678, 1.396, -2.399)  -0.231
C (-4.667, 0.550, -1.933)  -0.207
C (-4.375, -0.774, -1.650)  -0.224
C (-3.089, -1.248, -1.839)  -0.193
C (-2.101, -0.405, -2.315)  -0.248
H (-1.098, -0.768, -2.471)  0.225
H (-2.851, -2.278, -1.620)  0.214
H (-5.149, -1.433, -1.285)  0.214
H (-5.669, 0.926, -1.786)  0.213
H (-3.909, 2.430, -2.615)  0.207
H (-1.423, 1.936, -4.220)  0.181
H (-1.446, 2.849, -2.696)  0.175
H (0.776, 2.919, -3.832)  0.178
H (1.779, 1.463, -3.671)  0.193
H (2.661, 3.263, -2.321)  0.258
C (0.921, 3.718, -1.139)  -0.444
C (1.699, 4.245, 0.035)  -0.029
C (2.766, 5.111, -0.167)  -0.151
C (3.524, 5.555, 0.900)  -0.216
C (3.224, 5.139, 2.186)  -0.218
C (2.158, 4.284, 2.399)  -0.209
C (1.401, 3.839, 1.329)  -0.217
H (0.566, 3.174, 1.503)  0.206
H (1.915, 3.959, 3.401)  0.212
H (3.819, 5.482, 3.020)  0.213
H (4.354, 6.224, 0.728)  0.214
H (3.008, 5.436, -1.168)  0.202
H (0.647, 4.538, -1.807)  0.222
H (0.005, 3.236, -0.792)  0.208
H (5.333, 0.690, -0.033)  0.248
H (3.866, 0.666, 0.954)  0.226
H (4.120, -0.955, -1.624)  0.197
H (0.949, -1.219, 2.730)  0.215
H (-1.300, -1.846, 3.393)  0.217
C (-3.891, -3.584, 1.096)  -0.599
H (-3.585, -4.162, 0.228)  0.204
H (-4.900, -3.887, 1.365)  0.208
H (-3.906, -2.531, 0.821)  0.214
C (-2.902, -5.297, 2.647)  -0.596
H (-2.208, -5.464, 3.467)  0.214
H (-3.890, -5.631, 2.957)  0.207
H (-2.587, -5.906, 1.804)  0.206



Sequential DFT total energy output: -89530.18950, -171758.66928, -63427.80634, -42924.82393 eV
Sequential maximum force output: 0.093, 0.087, 0.024, 0.010 Eh/bohr